1.
5 unconnected molecules or ions with the total composition C2H14O5 at a distorted geometry, computed with ωB97M-V/def2-TZVPD.

Multiplicity: 1
Relative energy (zero: lowest compared OMol25 entry of this formula, charge and spin), eV: 0.9441
Charge: 0

Element x y z (Å)
C (0.37029, 0.74803, -2.40996)
C (-0.00556, -0.34334, -1.37034)
O (1.00744, -1.27735, -1.15954)
H (1.34353, 0.63688, -2.70989)
H (0.37911, 1.74001, -1.95551)
H (-0.42042, 0.79876, -3.19834)
H (-0.40875, 0.03973, -0.39447)
H (-0.96364, -0.91397, -1.73157)
H (1.86984, -0.90254, -0.97110)
O (-1.89666, -2.22263, 0.78643)
H (-1.96962, -3.00979, 1.32795)
H (-1.01545, -2.30264, 0.43733)
O (0.33920, 1.88637, 1.57592)
H (-0.49259, 1.37930, 1.74519)
H (0.45071, 2.30328, 2.48071)
O (-2.30206, 0.44336, 1.67680)
H (-2.49554, -0.41326, 1.31638)
H (-3.02063, 0.54887, 2.30106)
O (2.75695, 0.57525, 0.06219)
H (3.35922, 1.36186, 0.20502)
H (1.95692, 1.06537, 0.29473)

Forces on the atoms, in the same order (eV/Å):
-3.39 0.65 1.45
-2.26 -0.05 -0.18
-0.25 -1.41 -0.12
2.20 -0.75 -1.39
-0.24 0.06 0.24
1.11 -0.18 0.24
0.74 0.29 -0.65
1.94 0.64 0.27
-0.02 0.66 0.17
-0.49 -0.14 0.18
-0.27 -0.14 0.21
0.79 0.26 -0.50
-0.68 0.30 2.13
0.50 0.17 -0.62
0.16 -0.56 -1.68
-0.08 0.82 0.42
0.38 -1.12 -0.63
-0.08 0.41 0.28
1.02 2.24 0.39
-0.26 -1.66 -0.45
-0.85 -0.52 0.23

---

2.
5 unconnected molecules or ions with the total composition C2H15N2O4 at a distorted geometry, computed with ωB97M-V/def2-TZVPD.

Multiplicity: 1
Relative energy (zero: lowest compared OMol25 entry of this formula, charge and spin), eV: 1.2358
Charge: +1

Element x y z (Å)
C (-1.14136, 0.54732, 1.35897)
C (-1.48734, 0.22714, 0.11019)
N (-0.56224, -0.18230, -0.94310)
N (-2.06213, 1.18080, 2.17971)
H (-0.15556, 0.43906, 1.77327)
H (-2.50281, 0.33296, -0.24236)
H (0.38063, -0.41273, -0.62188)
H (-0.95665, -0.94024, -1.50246)
H (-0.49225, 0.52364, -1.66748)
H (-3.04094, 0.96167, 2.04483)
H (-1.88085, 1.08066, 3.16189)
H (3.54881, -1.65912, 0.67689)
H (2.80405, -0.96961, 1.79136)
O (2.93319, -0.92801, 0.83668)
H (2.32050, 1.65964, -0.26272)
H (1.42851, 1.47724, 0.89514)
O (1.37738, 1.67382, -0.04685)
H (-0.72971, 0.54594, -4.18191)
H (0.19030, 1.67390, -3.89038)
O (-0.17281, 0.88312, -3.46708)
H (-0.71475, -2.53152, 0.89691)
H (0.76318, -3.15709, 0.59658)
O (0.15286, -2.42629, 0.50382)

Forces on the atoms, in the same order (eV/Å):
-1.16 0.48 -0.49
0.18 -0.24 0.07
-0.52 -0.21 -0.18
0.11 -0.61 0.57
0.23 -0.09 -0.08
0.03 0.12 -0.03
-0.08 -0.13 0.15
0.29 -0.57 0.56
0.46 0.92 -0.23
0.08 0.15 -0.47
0.30 0.12 0.29
-0.08 0.29 -0.13
-0.03 0.06 -0.02
0.15 -0.32 0.14
-0.11 0.05 -0.34
-0.20 0.16 0.04
0.47 -0.19 0.19
-0.05 -0.24 0.19
0.19 0.03 0.42
-0.18 0.24 -0.70
0.23 -0.81 0.30
-0.50 -0.42 0.38
0.17 1.18 -0.64

---

3.
6 unconnected molecules or ions with the total composition C2H15NO5 at a distorted geometry, computed with ωB97M-V/def2-TZVPD.

Multiplicity: 1
Relative energy (zero: lowest compared OMol25 entry of this formula, charge and spin), eV: 1.6261
Charge: 0

Element x y z (Å)
C (-0.46924, 0.25450, -2.50508)
C (0.36144, -0.78938, -2.31958)
N (-0.07353, -1.95700, -1.63710)
H (-1.43156, 0.27300, -1.99246)
H (-0.57687, 0.73970, -3.44832)
H (1.19785, -1.14028, -2.92404)
H (-0.78283, -1.75002, -0.91295)
H (0.71486, -2.45631, -1.21402)
O (-1.23252, 2.17512, 1.12043)
H (-2.05336, 1.90318, 0.68053)
H (-1.05785, 1.58868, 1.89669)
O (-2.32336, -0.76827, 0.48550)
H (-1.67361, -1.05823, 1.13908)
H (-2.32291, 0.22922, 0.48438)
O (1.44350, 1.18862, 0.19517)
H (1.49657, 2.15170, 0.27330)
H (0.47252, 1.15654, 0.18367)
O (2.75349, -0.99359, 0.85916)
H (1.86275, -1.33142, 0.74112)
H (2.66969, -0.11596, 0.43455)
O (0.09285, 0.28355, 2.55467)
H (-0.12107, -0.03507, 3.43379)
H (1.05319, 0.45173, 2.47152)

Forces on the atoms, in the same order (eV/Å):
-0.26 -1.03 -0.12
-1.78 -1.55 -0.75
0.58 0.86 1.77
0.32 -0.22 0.37
0.98 0.93 -0.34
0.17 1.18 -0.17
0.33 -0.24 -0.68
-0.42 0.07 -0.18
-0.14 -0.31 0.10
0.36 0.47 0.48
-0.17 0.31 -0.79
-0.17 1.19 -0.16
-0.03 0.47 0.04
0.31 -2.04 0.17
-0.73 1.26 0.14
0.65 -0.03 -0.08
-0.05 -0.60 -0.17
0.16 0.25 -0.16
-0.10 -0.19 0.05
0.07 -0.49 0.30
0.07 0.02 -0.15
0.42 -0.04 0.20
-0.57 -0.27 0.12

---

4.
5 unconnected molecules or ions with the total composition C2H15NO5 at a distorted geometry, computed with ωB97M-V/def2-TZVPD.

Multiplicity: 1
Relative energy (zero: lowest compared OMol25 entry of this formula, charge and spin), eV: 1.4203
Charge: 0

Element x y z (Å)
N (-2.96661, -0.79043, -0.38183)
C (-2.35532, 0.50534, -0.05029)
C (-2.15991, 1.49771, -1.19069)
O (-1.50196, 2.66698, -0.84041)
H (-3.70712, -0.83579, -1.06650)
H (-2.25132, -1.33644, -0.84211)
H (-1.36602, 0.28599, 0.37159)
H (-2.83360, 0.79046, 0.90550)
H (-3.20930, 1.93388, -1.40328)
H (-1.82743, 0.95137, -2.08408)
H (-0.54463, 2.60350, -0.95001)
O (-0.16067, -1.95545, -1.73874)
H (-0.08840, -2.66792, -1.08403)
H (-0.01957, -2.47711, -2.54023)
O (1.37584, -0.59362, 2.73961)
H (2.08112, -0.53799, 2.08725)
H (1.66723, -0.27613, 3.59392)
O (5.29120, -0.67772, 1.61707)
H (5.15417, -1.62823, 1.70350)
H (6.12527, -0.50978, 2.06602)
O (0.97806, 0.27034, -0.42098)
H (0.70326, -0.38711, -1.08410)
H (0.30607, 0.31172, 0.25667)

Forces on the atoms, in the same order (eV/Å):
0.94 -0.59 -0.43
0.30 -0.92 1.30
-3.59 0.56 0.18
1.24 0.59 0.09
-0.45 0.90 0.11
0.20 -0.27 0.05
-0.14 -0.31 -0.32
-0.32 1.06 -0.94
1.26 -1.08 -0.21
0.33 0.32 0.15
-0.10 -0.31 0.08
0.05 -1.07 -0.09
-0.04 0.47 0.30
-0.05 0.47 -0.28
-0.65 -0.34 -0.31
0.21 0.26 0.30
0.44 0.13 -0.11
-0.06 -0.15 0.05
0.03 0.11 -0.03
-0.01 0.02 -0.01
0.66 0.17 -0.54
-0.13 0.18 0.50
-0.11 -0.20 0.14

---

5.
6 unconnected molecules or ions with the total composition C2H15O5S at a distorted geometry, computed with ωB97M-V/def2-TZVPD.

Multiplicity: 1
Relative energy (zero: lowest compared OMol25 entry of this formula, charge and spin), eV: 0.3498
Charge: -1

Element x y z (Å)
C (1.88033, 2.38522, 1.01731)
C (1.53685, 1.48423, -0.23383)
S (1.87494, -0.27391, 0.08155)
H (2.89983, 2.25602, 1.32990)
H (1.21818, 2.11540, 1.83667)
H (1.63171, 3.43990, 0.79595)
H (2.16700, 1.81094, -1.04020)
H (0.46116, 1.64848, -0.50279)
H (0.84487, -0.55172, 1.86505)
H (0.31431, 0.26637, 3.09151)
O (0.33980, -0.64954, 2.76324)
H (-2.50607, -2.68587, -1.39651)
H (-1.25100, -3.00584, -0.74607)
O (-2.17353, -3.27924, -0.65413)
H (-2.24737, -1.02747, 1.18796)
H (-1.12433, -0.23776, 1.88841)
O (-1.94016, -0.12553, 1.36305)
H (0.32986, 0.44317, -2.41600)
H (0.91249, -0.84823, -1.83333)
O (0.42410, -0.48916, -2.63896)
H (-2.28440, -0.53171, -1.35027)
H (-1.18870, -0.98269, -2.33860)
O (-2.11985, -1.16106, -2.06990)

Forces on the atoms, in the same order (eV/Å):
-1.46 -0.17 -1.22
-0.41 0.47 1.39
0.07 -0.20 0.05
0.47 0.01 0.04
0.04 -0.20 0.19
0.42 -0.22 0.02
0.18 0.23 -0.60
0.76 -0.04 0.18
-0.26 -0.17 0.84
0.24 -0.48 0.00
0.35 0.77 -0.66
0.24 -0.77 1.18
0.08 -0.27 0.49
-0.26 0.45 -1.05
0.24 0.20 0.07
-0.05 -0.39 -0.12
-0.59 -0.02 -0.29
0.16 0.00 0.04
-0.17 0.67 -0.39
0.16 -0.50 0.24
0.13 -0.25 -0.09
0.01 0.01 -0.02
-0.35 0.88 -0.31

---

6.
A molecular structure, C2H16CdO7 at a distorted geometry, computed with ωB97M-V/def2-TZVPD.

Multiplicity: 1
Relative energy (zero: lowest compared OMol25 entry of this formula, charge and spin), eV: 0.2527
Charge: 0

Element x y z (Å)
Cd (-0.00763, -1.54775, 0.00316)
C (3.19471, 0.41711, -0.20297)
C (2.57929, -0.21614, -1.46139)
O (1.75435, -1.34567, -1.17545)
H (3.63336, 1.34927, -0.55901)
H (3.88433, -0.26990, 0.28750)
H (2.47264, 0.69046, 0.56644)
H (3.35662, -0.50544, -2.16861)
H (2.00427, 0.55878, -1.96830)
O (-0.51193, 0.35815, 0.49286)
H (0.23225, 0.98951, 0.44689)
O (-1.43636, -1.60605, -1.58145)
H (-2.01350, -2.28752, -1.92603)
H (-1.76661, -0.79444, -1.96676)
O (-1.39367, 2.48669, -0.81844)
H (-1.45809, 2.11841, -1.69961)
H (-1.12030, 1.75114, -0.27030)
O (0.44284, 1.51426, 2.69963)
H (0.04009, 1.17547, 1.90010)
H (1.23849, 0.99306, 2.80700)
O (-3.15961, 0.34094, 0.94956)
H (-3.57169, 0.40832, 0.08824)
H (-2.22103, 0.30776, 0.76463)
O (-1.77799, -2.26046, 1.32705)
H (-2.34262, -1.57202, 1.67844)
H (-2.05232, -3.05386, 1.78693)

Forces on the atoms, in the same order (eV/Å):
2.47 -0.28 -0.04
-0.14 -0.17 -0.72
-1.33 -0.61 1.43
0.18 -0.27 -0.06
0.59 0.02 0.44
0.33 0.20 -0.20
-0.41 -0.01 -0.18
0.24 -0.23 0.08
-0.26 0.26 -0.15
0.23 1.60 0.36
-0.24 -0.77 -0.63
-1.17 -0.31 -1.19
-0.10 -0.38 -0.02
0.14 0.48 -0.01
-0.43 0.95 -0.58
0.08 0.08 -0.23
-0.04 -0.59 0.31
0.42 0.56 0.79
-0.66 -0.41 0.23
0.22 -0.06 0.12
-0.91 -0.66 0.43
-0.21 0.15 -0.10
1.00 0.57 -0.08
0.29 -0.68 0.00
-0.43 0.93 -0.08
0.15 -0.36 0.07

---

Number 1: HOMO energy -9.69 eV, HOMO-LUMO gap 10.2 eV, total energy -460.770846 hartree. Number 2: HOMO energy -12.40 eV, HOMO-LUMO gap 9.7 eV, total energy -495.426807 hartree. Number 3: HOMO energy -8.32 eV, HOMO-LUMO gap 8.4 eV, total energy -516.100313 hartree. Number 4: HOMO energy -9.08 eV, HOMO-LUMO gap 9.3 eV, total energy -516.107873 hartree. Number 5: HOMO energy -4.00 eV, HOMO-LUMO gap 7.6 eV, total energy -859.654282 hartree. Number 6: HOMO energy -8.48 eV, HOMO-LUMO gap 7.6 eV, total energy -780.146283 hartree.